Record 1
{
  "formula": "C2H3N3O",
  "method": "wB97M-V/def2-TZVPD",
  "symbols": ["O", "C", "N", "N", "C", "N", "H", "H", "H"],
  "coordinates": [[1.565341, -0.795315, 0.277256], [0.794565, 0.969204, -0.657855], [-0.163829, 1.546180, 0.031418], [-1.070231, 0.533567, 0.370499], [-0.712232, -0.642441, -0.028092], [0.503231, -0.472233, -0.679809], [2.350737, -0.506432, -0.220291], [-1.889938, 0.783552, 0.907208], [-1.331035, -1.532216, 0.049244]],
  "forces_ev_per_angstrom": [[0.1, -1.7, -0.3], [-0.6, 0.7, 0.2], [0.2, 0.3, -0.7], [-0.4, -0.4, -0.1], [0.2, 0.4, 0.4], [0.4, 0.6, 0.4], [-0.2, 0.0, 0.1], [-0.1, -0.1, -0.2], [0.5, 0.1, 0.2]],
  "largest_force_ev_per_a": 1.736,
  "lumo_energy_ev": -0.55,
  "charge": 0,
  "orbital_gap_ev": 8.155,
  "de_lowest_kcal_mol": 137.6,
  "multiplicity": 1,
  "e_tot_ha": -317.3130
}

Record 2
{
  "formula": "C2H3N3O",
  "method": "wB97M-V/def2-TZVPD",
  "symbols": ["H", "N", "C", "N", "C", "N", "O", "H", "H"],
  "coordinates": [[2.296202, 0.861006, -0.172524], [2.086446, -0.161431, -0.099689], [0.790704, -0.025246, -0.024185], [0.036120, 1.260522, 0.120462], [-1.164101, 0.831818, 0.003745], [-1.345948, -0.504817, -0.203291], [-0.145168, -1.250272, 0.212982], [-2.129228, 1.322605, 0.082996], [-2.201572, -1.180788, -0.214068]],
  "forces_ev_per_angstrom": [[0.7, -0.9, 0.1], [-4.1, 1.4, -0.2], [2.0, -0.9, 1.8], [0.6, -2.9, -0.5], [-1.6, -1.4, 0.0], [-0.8, -3.2, 0.7], [0.7, 4.8, -2.1], [0.4, 0.8, -0.2], [2.1, 2.4, 0.4]],
  "smiles": "[H]/N=c1\\nc[nH]o1",
  "largest_force_ev_per_a": 5.268,
  "lumo_energy_ev": 0.58,
  "charge": 0,
  "orbital_gap_ev": 9.930,
  "de_lowest_kcal_mol": 80.3,
  "multiplicity": 1,
  "e_tot_ha": -317.4043
}

Record 3
{
  "formula": "C2H3N3O",
  "method": "wB97M-V/def2-TZVPD",
  "symbols": ["O", "C", "N", "N", "C", "N", "H", "H", "H"],
  "coordinates": [[-0.859372, 1.588859, 1.010855], [-0.786747, 0.502330, 0.230412], [-0.834194, -0.707288, 0.756479], [0.216205, -1.271053, 0.087012], [0.726727, -0.408220, -0.805984], [0.013665, 0.684722, -0.850899], [-0.678476, 2.349756, 0.446464], [0.600667, -2.141443, 0.409060], [1.694107, -0.501511, -1.270502]],
  "forces_ev_per_angstrom": [[-2.2, 0.5, 0.4], [1.3, 0.3, 0.7], [0.4, 0.7, 0.1], [0.1, -0.4, -0.4], [0.1, -0.4, -0.3], [0.7, 0.0, 0.3], [-0.1, 0.0, -0.1], [-0.2, -0.1, -0.1], [-0.2, -0.5, -0.5]],
  "largest_force_ev_per_a": 2.311,
  "lumo_energy_ev": 0.93,
  "charge": 0,
  "orbital_gap_ev": 10.018,
  "de_lowest_kcal_mol": 35.7,
  "multiplicity": 1,
  "e_tot_ha": -317.4755
}

Record 4
{
  "formula": "C2H3N3O",
  "method": "wB97M-V/def2-TZVPD",
  "symbols": ["H", "N", "C", "N", "C", "O", "N", "H", "H"],
  "coordinates": [[-1.237613, -0.218190, -2.150926], [-0.570440, 0.601137, -1.831976], [-0.239559, 0.452391, -0.589653], [0.946980, 0.943235, -0.105844], [1.178643, 0.319033, 0.926841], [0.435074, -0.719448, 1.235365], [-0.625020, -0.789444, 0.267123], [1.665234, 0.562631, 1.854675], [-1.553299, -1.151344, 0.394393]],
  "forces_ev_per_angstrom": [[1.3, 2.3, 1.0], [-1.7, -1.8, 1.0], [-0.8, -4.2, -3.3], [-0.8, 2.7, -0.9], [-0.1, -0.8, 2.9], [-3.0, -2.3, 1.2], [3.5, 3.7, -2.8], [1.6, 0.3, -0.4], [0.1, 0.1, 1.4]],
  "smiles": "[H]/N=c1/nco[nH]1",
  "largest_force_ev_per_a": 5.785,
  "lumo_energy_ev": 0.64,
  "charge": 0,
  "orbital_gap_ev": 9.735,
  "de_lowest_kcal_mol": 88.8,
  "multiplicity": 1,
  "e_tot_ha": -317.3907
}

Record 5
{
  "formula": "C2H3N3O",
  "method": "wB97M-V/def2-TZVPD",
  "symbols": ["C", "N", "C", "N", "N", "O", "H", "H", "H"],
  "coordinates": [[-0.103026, -0.003570, 0.023366], [-1.496148, -0.339218, 0.153366], [-2.601316, 0.797203, -0.021955], [-3.335678, 1.659256, -0.092463], [-2.016090, -1.533967, 0.047781], [-1.219606, -2.456767, -0.042136], [0.435990, -0.454713, 0.861228], [0.282512, -0.437765, -0.907950], [0.038922, 1.073194, 0.029838]],
  "forces_ev_per_angstrom": [[0.9, -0.4, -0.2], [-3.7, 4.7, -0.5], [4.9, -5.1, 0.9], [-1.0, 1.2, -0.2], [-0.5, -2.0, -0.3], [-0.3, 1.4, 0.2], [0.0, 0.1, -0.1], [0.0, 0.2, 0.2], [-0.2, -0.1, 0.0]],
  "smiles": "CN(C#N)N=O",
  "largest_force_ev_per_a": 7.118,
  "lumo_energy_ev": 0.25,
  "charge": 0,
  "orbital_gap_ev": 10.537,
  "de_lowest_kcal_mol": 97.5,
  "multiplicity": 1,
  "e_tot_ha": -317.3770
}

Record 6
{
  "formula": "C2H3N3O2",
  "method": "wB97M-V/def2-TZVPD",
  "symbols": ["C", "C", "N", "N", "N", "O", "O", "H", "H", "H"],
  "coordinates": [[1.191362, 1.032284, 0.071040], [-1.645780, -0.123728, 0.127514], [0.712449, 2.017273, -0.289160], [-2.103028, 0.915465, 0.444726], [1.706058, -0.042342, 0.548358], [-1.235709, -1.174637, -0.112252], [1.600535, -1.242973, -0.348869], [1.441054, -1.980159, 0.326292], [-2.438825, 1.757964, 0.092494], [0.771880, -1.159145, -0.860139]],
  "forces_ev_per_angstrom": [[-0.1, -1.1, -1.0], [-1.1, 2.1, 0.1], [-0.7, 1.7, -0.6], [0.1, -0.9, 1.0], [1.5, -0.2, 2.9], [1.3, -2.4, -0.5], [-0.6, -1.4, -0.2], [0.2, 1.3, -1.1], [-0.2, 1.1, -0.6], [-0.4, -0.3, 0.0]],
  "largest_force_ev_per_a": 3.317,
  "lumo_energy_ev": -0.14,
  "charge": 0,
  "orbital_gap_ev": 8.480,
  "de_lowest_kcal_mol": 117.4,
  "multiplicity": 1,
  "e_tot_ha": -392.6065
}

Record 7
{
  "formula": "C2H3N3O2",
  "method": "wB97M-V/def2-TZVPD",
  "symbols": ["C", "C", "N", "N", "N", "O", "O", "H", "H", "H"],
  "coordinates": [[-1.668595, 0.497652, 0.371028], [0.282141, -2.180882, 1.199495], [-1.846042, 0.535865, -0.804051], [0.789978, -1.411066, 0.475421], [1.502888, 0.655248, -0.392681], [-1.442934, 0.720290, 1.464419], [1.573367, -0.751525, -0.415595], [-1.657163, -0.130928, -1.574582], [1.822831, 1.102506, 0.368823], [0.643531, 0.962839, -0.692279]],
  "forces_ev_per_angstrom": [[0.4, 0.2, -1.0], [0.1, 0.2, -0.2], [-0.2, -1.0, -3.2], [0.1, 0.4, 0.2], [0.7, -2.5, -3.1], [0.2, 0.1, 2.9], [0.2, 0.3, 0.2], [-0.4, 0.7, 1.3], [1.4, 1.0, 3.7], [-2.4, 0.6, -0.8]],
  "largest_force_ev_per_a": 4.129,
  "lumo_energy_ev": 0.59,
  "charge": 0,
  "orbital_gap_ev": 11.783,
  "de_lowest_kcal_mol": 143.0,
  "multiplicity": 1,
  "e_tot_ha": -392.5657
}

Record 8
{
  "formula": "C2H3N3O2",
  "method": "wB97M-V/def2-TZVPD",
  "symbols": ["C", "C", "H", "H", "H", "N", "N", "N", "O", "O"],
  "coordinates": [[0.186556, -0.396859, -0.553539], [-0.610846, 0.814778, 0.829992], [0.549365, -2.468283, 0.481113], [-1.268565, 1.288648, 1.508125], [0.035412, 2.634405, 0.050769], [1.012060, -1.339779, -0.967811], [-0.361458, -0.414796, 0.677827], [-0.437393, 1.714929, -0.222751], [0.606816, -2.672152, -0.538071], [0.288054, 0.839109, -1.265655]],
  "forces_ev_per_angstrom": [[5.2, -2.7, -2.9], [-1.8, 2.2, -0.6], [-0.2, -1.3, -2.4], [-0.1, 0.0, 1.8], [-0.3, -1.8, -0.9], [-2.4, 0.5, -1.4], [-1.3, 0.9, 0.2], [1.7, -0.8, -0.7], [0.7, 2.6, 3.4], [-1.5, 0.3, 3.6]],
  "largest_force_ev_per_a": 6.530,
  "lumo_energy_ev": 0.03,
  "charge": 0,
  "orbital_gap_ev": 9.040,
  "de_lowest_kcal_mol": 135.7,
  "multiplicity": 1,
  "e_tot_ha": -392.5773
}

Record 9
{
  "formula": "C2H3N3O2",
  "method": "wB97M-V/def2-TZVPD",
  "symbols": ["N", "C", "N", "O", "C", "O", "N", "H", "H", "H"],
  "coordinates": [[-1.831495, 0.192813, 0.089269], [-0.508978, -0.172671, 0.216787], [-0.091897, -1.353503, 0.521438], [1.309178, -1.290510, 0.368488], [1.688079, -0.058189, -0.056468], [2.803490, 0.271166, -0.346026], [0.512586, 0.685214, -0.106950], [-1.968697, 0.669265, -0.795718], [-2.419732, -0.633840, 0.126768], [0.507465, 1.690251, -0.017592]],
  "forces_ev_per_angstrom": [[0.0, 0.0, 0.0], [0.1, -0.3, -0.1], [-0.3, 0.3, -0.3], [0.4, 0.1, 0.1], [0.3, 0.1, 0.0], [-0.4, -0.1, 0.3], [0.1, -0.1, 0.0], [-0.1, 0.1, 0.2], [0.0, 0.2, 0.1], [-0.1, -0.2, -0.2]],
  "smiles": "Nc1noc(=O)[nH]1",
  "largest_force_ev_per_a": 0.524,
  "lumo_energy_ev": 0.49,
  "charge": 0,
  "orbital_gap_ev": 10.040,
  "de_lowest_kcal_mol": 25.8,
  "multiplicity": 1,
  "e_tot_ha": -392.7525
}

Record 10
{
  "formula": "C2H3N3O2",
  "method": "wB97M-V/def2-TZVPD",
  "symbols": ["N", "C", "N", "O", "C", "O", "N", "H", "H", "H"],
  "coordinates": [[1.506469, 0.126185, -0.774185], [0.619267, 0.131925, 0.252122], [0.736017, 0.559792, 1.483192], [-0.507358, 1.110589, 0.623090], [-1.526850, -0.032208, 0.437962], [-2.673258, 0.083405, 0.721209], [-0.651174, -0.868910, -0.105817], [1.101005, -0.050885, -1.679229], [2.259686, 0.802275, -0.753281], [-0.863804, -1.862167, -0.205062]],
  "forces_ev_per_angstrom": [[-0.2, 0.1, -0.1], [-0.2, -0.7, -0.1], [-0.1, -0.4, -0.4], [-0.7, 0.0, 0.1], [-0.1, 0.6, 0.3], [0.8, -0.1, -0.3], [0.2, 0.3, 0.2], [0.1, -0.1, 0.0], [-0.3, -0.1, 0.2], [0.5, 0.4, 0.2]],
  "largest_force_ev_per_a": 0.868,
  "lumo_energy_ev": 0.64,
  "charge": 0,
  "orbital_gap_ev": 10.035,
  "de_lowest_kcal_mol": 108.2,
  "multiplicity": 1,
  "e_tot_ha": -392.6211
}